{
  "formula": "C18H20AgFO5P",
  "method": "wB97M-V/def2-TZVPD",
  "lumo_energy_ev": 2.50,
  "total_charge": -1,
  "e_tot_ev": -45234.907,
  "orbital_gap_ev": 6.80,
  "symbols": ["Ag", "P", "F", "O", "O", "O", "O", "O", "C", "C", "C", "C", "C", "C", "C", "C", "C", "C", "C", "C", "C", "C", "C", "C", "C", "C", "H", "H", "H", "H", "H", "H", "H", "H", "H", "H", "H", "H", "H", "H", "H", "H", "H", "H", "H", "H"],
  "coordinates": [[-0.16, 0.66, -1.66], [-0.47, 0.72, 1.12], [-0.63, -5.64, -1.87], [-3.57, 2.82, -0.26], [-2.45, 1.86, -1.95], [-0.24, 3.25, -1.31], [1.96, 1.77, -1.45], [3.22, 3.45, -0.60], [0.92, 3.76, -0.65], [2.16, 2.91, -0.95], [3.27, -0.89, 1.40], [-1.95, -0.30, 1.49], [0.88, -0.50, 1.28], [0.67, -2.26, -2.12], [-0.58, -4.28, -1.92], [-1.67, -2.16, -1.84], [1.76, -2.76, 1.37], [2.19, -0.02, 1.31], [0.64, -3.66, -2.09], [-1.44, 3.71, -0.79], [-0.48, -1.46, -1.99], [-2.51, 2.69, -1.09], [-0.27, 1.52, 2.79], [0.68, -1.88, 1.29], [-1.75, -3.56, -1.80], [3.05, -2.26, 1.44], [-1.40, 3.86, 0.29], [0.68, 2.05, 2.82], [0.76, 3.73, 0.43], [-0.32, -2.29, 1.18], [2.38, 1.05, 1.21], [4.28, -0.49, 1.40], [-0.28, 0.76, 3.58], [-2.19, -0.92, 0.63], [-2.69, -4.08, -1.68], [1.12, 4.79, -0.94], [-1.75, 4.66, -1.24], [-2.61, -1.62, -1.76], [3.90, -2.95, 1.49], [-4.19, 2.13, -0.54], [-1.81, -0.92, 2.38], [1.58, -3.83, 1.36], [1.64, -1.79, -2.23], [-1.08, 2.23, 2.95], [-2.79, 0.39, 1.68], [1.54, -4.25, -2.18]],
  "mulliken_charge": [0.107, 1.400, -0.370, -0.499, -0.551, -0.288, -0.637, -0.769, -0.280, 0.338, -0.841, -1.493, 0.641, 0.430, 0.689, 0.352, -0.546, -0.635, -0.879, -0.399, -1.313, 0.463, -1.603, -0.213, -0.768, -0.467, 0.281, 0.405, 0.170, 0.175, 0.078, 0.396, 0.459, 0.243, 0.399, 0.372, 0.417, 0.423, 0.362, 0.375, 0.460, 0.399, 0.495, 0.412, 0.395, 0.413]
}